{"formula": "C4H8O2", "method": "ωB97M-V/def2-TZVPD", "largest_force_ev_per_a": 2.0, "lumo_energy_ev": 0.8, "e_above_lowest_kcal_mol": 47.83, "energy_ha": -307.6362, "smiles": "CC/C(O)=C/O", "charge": 0, "gap_ev": 9.21, "homo_ha": -0.3097, "symbols": ["C", "C", "C", "O", "C", "O", "H", "H", "H", "H", "H", "H", "H", "H"], "positions_angstrom": [[-0.727789, 1.347357, 0.827755], [0.354191, 1.079968, -0.227912], [0.467075, -0.383985, -0.380553], [1.076437, -1.055553, 0.729023], [-0.295382, -1.228798, -1.080983], [-0.398621, -2.467834, -0.563264], [-0.881253, 2.416887, 0.986993], [-0.453538, 0.886614, 1.783815], [-1.675353, 0.897230, 0.508876], [1.305559, 1.532814, 0.074419], [0.072178, 1.509040, -1.192198], [1.857979, -1.288069, 0.215522], [0.126392, -2.290979, 0.309978], [-0.827876, -0.954692, -1.991471]], "forces_ev_per_angstrom": [[-0.077, 0.136, 0.085], [-0.054, 0.257, -0.163], [-0.796, 0.144, 0.156], [0.574, 0.764, -0.494], [0.136, 0.556, 0.058], [0.525, -0.216, 0.572], [0.014, -0.049, 0.040], [-0.009, 0.129, -0.163], [0.163, 0.152, 0.035], [-0.101, -0.089, -0.086], [-0.037, 0.096, 0.044], [0.751, -0.574, 0.914], [-1.038, -0.987, -1.352], [-0.050, -0.319, 0.353]]}

{"formula": "C20H22N2O2", "method": "ωB97M-V/def2-TZVPD", "largest_force_ev_per_a": 1.1, "lumo_energy_ev": 0.2, "e_above_lowest_kcal_mol": 39.45, "energy_ha": -1035.3178, "smiles": "Cc1oc(-c2cccc3ccccc23)nc1CN1CCC[C@H]1CO", "charge": 0, "gap_ev": 7.95, "homo_ha": -0.2842, "symbols": ["C", "C", "C", "N", "C", "C", "C", "C", "C", "C", "C", "C", "C", "C", "C", "H", "H", "H", "H", "H", "H", "H", "O", "C", "N", "C", "C", "H", "H", "C", "H", "H", "C", "C", "O", "H", "H", "H", "H", "H", "H", "H", "H", "H", "H", "H"], "positions_angstrom": [[-2.883026, -0.503609, 1.756488], [-1.512395, -0.642754, 1.207293], [-0.448046, 0.208861, 1.079132], [0.568479, -0.467385, 0.465579], [0.125177, -1.671371, 0.239539], [0.797507, -2.797424, -0.376985], [0.087193, -3.975943, -0.505895], [0.661005, -5.112365, -1.079378], [1.952353, -5.077159, -1.527415], [2.716803, -3.897395, -1.419938], [4.049871, -3.854467, -1.881313], [4.791577, -2.712273, -1.779490], [4.226701, -1.561777, -1.210780], [2.937395, -1.569200, -0.753019], [2.144845, -2.731589, -0.840761], [2.499016, -0.687090, -0.316743], [4.820707, -0.662544, -1.136278], [5.811552, -2.688181, -2.135010], [4.471825, -4.748483, -2.318621], [2.406456, -5.951755, -1.971105], [0.074774, -6.015582, -1.163399], [-0.933035, -4.017644, -0.155838], [-1.147222, -1.833523, 0.676480], [-0.273935, 1.640249, 1.473108], [-0.759241, 2.526540, 0.422856], [-0.050491, 3.790317, 0.299871], [-0.822606, 4.782716, 1.174257], [-0.562324, 4.634130, 2.223631], [-0.624583, 5.819044, 0.909852], [-2.270852, 4.368873, 0.911187], [-2.683224, 4.939912, 0.078627], [-2.910842, 4.521030, 1.778221], [-2.178624, 2.873180, 0.525140], [-2.850615, 2.580262, -0.823730], [-2.711750, 1.229317, -1.178484], [-1.771215, 1.020311, -1.091591], [-2.410295, 3.225356, -1.597632], [-3.923270, 2.780781, -0.767657], [-2.653521, 2.239143, 1.278660], [-0.100393, 4.105957, -0.747601], [0.997008, 3.685739, 0.577776], [-0.771782, 1.820477, 2.439480], [0.797919, 1.804158, 1.596164], [-3.243698, -1.475461, 2.085110], [-3.554135, -0.128062, 0.983274], [-2.887039, 0.186682, 2.596936]], "forces_ev_per_angstrom": [[0.090, -0.171, -0.234], [0.453, 0.999, 0.339], [-0.884, -0.467, 0.493], [0.264, -0.619, -0.378], [0.156, 1.006, 0.250], [-0.288, -0.757, -0.132], [0.079, 0.465, 0.121], [0.287, -0.225, -0.175], [-0.250, -0.091, 0.059], [-0.117, 0.207, 0.108], [0.178, 0.091, -0.035], [0.041, -0.258, -0.098], [-0.185, 0.079, 0.092], [0.297, 0.284, -0.019], [0.024, -0.245, -0.085], [0.117, 0.016, -0.037], [0.010, 0.090, 0.024], [0.067, -0.034, -0.036], [0.043, -0.072, -0.039], [0.035, -0.081, -0.040], [-0.018, -0.072, -0.018], [-0.046, 0.011, 0.022], [-0.003, -0.335, -0.193], [-0.160, -0.215, 0.046], [0.122, -0.031, -0.038], [0.037, 0.310, -0.020], [0.056, -0.086, -0.113], [0.022, 0.026, 0.029], [0.031, 0.079, 0.054], [0.061, -0.127, 0.088], [-0.066, 0.052, -0.035], [-0.064, 0.053, -0.032], [-0.441, -0.083, -0.386], [0.054, 0.181, 0.306], [-0.036, -0.327, -0.103], [0.035, 0.042, 0.018], [-0.053, 0.087, 0.087], [0.040, 0.091, -0.017], [0.029, -0.004, -0.037], [0.108, 0.086, 0.042], [0.018, -0.043, -0.077], [0.088, 0.060, -0.043], [-0.072, -0.004, 0.074], [-0.060, -0.017, 0.110], [-0.076, 0.026, 0.010], [-0.022, 0.026, 0.046]]}

Which formula does entry 1 have?
C4H8O2